Record 1
{"formula": "C18H31IO10S", "method": "ωB97M-V/def2-TZVPD", "e_homo_ev": -9.5, "smiles": "CCC[C@H](C)[C@H]1OS(=O)(=O)O[C@@H]1CCCI.C[C@@H]1COC(=O)O1.C[C@@H]1COC(=O)O1", "homo_lumo_gap_ev": 9.9, "energy_ha": -2152.7578, "elements": ["C", "C", "C", "C", "C", "C", "O", "S", "O", "O", "O", "C", "C", "C", "C", "I", "H", "H", "H", "H", "H", "H", "H", "H", "H", "H", "H", "H", "H", "H", "H", "H", "H", "H", "H", "C", "C", "C", "O", "C", "O", "O", "H", "H", "H", "H", "H", "H", "C", "C", "C", "O", "C", "O", "O", "H", "H", "H", "H", "H", "H"], "coordinates": [[5.070, 3.088, 0.397], [5.254, 2.981, -1.141], [6.384, 1.997, -1.493], [5.991, 0.838, -2.419], [5.410, 1.326, -3.756], [5.142, -0.253, -1.756], [5.985, -0.849, -0.776], [5.089, -1.730, 0.240], [5.621, -1.456, 1.526], [5.048, -3.103, -0.085], [3.719, -1.034, -0.076], [3.835, 0.086, -1.055], [2.545, -0.018, -1.840], [2.144, 1.255, -2.583], [1.409, 2.261, -1.696], [-0.706, 1.900, -1.749], [5.454, 2.202, 0.894], [4.028, 3.199, 0.683], [5.667, 3.923, 0.745], [5.461, 3.987, -1.490], [4.315, 2.672, -1.578], [6.879, 1.580, -0.622], [7.139, 2.560, -2.039], [6.921, 0.341, -2.680], [6.154, 1.224, -4.539], [5.149, 2.378, -3.721], [4.573, 0.716, -4.075], [4.864, -0.942, -2.559], [3.797, 0.948, -0.402], [2.592, -0.856, -2.530], [1.757, -0.225, -1.123], [2.970, 1.767, -3.058], [1.471, 0.963, -3.380], [1.542, 3.242, -2.131], [1.790, 2.315, -0.682], [-2.847, -2.341, 1.178], [-3.204, -1.011, 0.564], [-4.643, -0.590, 0.726], [-4.825, 0.274, -0.408], [-3.962, -0.133, -1.369], [-3.969, 0.255, -2.493], [-3.089, -1.045, -0.873], [-3.611, -3.091, 0.964], [-1.908, -2.711, 0.770], [-2.748, -2.246, 2.259], [-2.526, -0.235, 0.930], [-4.833, -0.062, 1.655], [-5.342, -1.427, 0.634], [-9.446, -2.133, 2.988], [-7.963, -2.176, 3.257], [-7.570, -2.434, 4.692], [-6.277, -1.812, 4.760], [-6.260, -0.818, 3.841], [-5.407, 0.006, 3.750], [-7.348, -0.891, 3.037], [-9.969, -1.560, 3.756], [-9.646, -1.651, 2.032], [-9.860, -3.140, 2.967], [-7.480, -2.891, 2.585], [-7.501, -3.490, 4.939], [-8.228, -1.936, 5.406]], "mulliken_charge": [-1.475, 0.440, -1.587, 0.612, -1.724, -0.078, -0.417, 1.153, -0.592, -0.584, -0.439, 0.676, -1.023, -0.544, -1.088, 0.063, 0.385, 0.283, 0.374, 0.581, -0.420, 0.595, 0.390, 0.588, 0.351, 0.373, 0.444, 0.494, 0.137, 0.381, 0.356, 0.005, 0.433, 0.473, 0.395, -1.536, 0.720, -0.189, -0.357, 0.584, -0.538, -0.375, 0.348, 0.387, 0.381, 0.250, 0.113, 0.206, -1.466, 0.614, -0.543, -0.323, 0.661, -0.566, -0.345, 0.341, 0.372, 0.391, 0.235, 0.310, 0.312]}



Record 2
{"formula": "C18H31N2O7P", "method": "ωB97M-V/def2-TZVPD", "e_homo_ev": -9.1, "smiles": "Cc1cc([PH2]=O)c2c(c1)C(=O)N(CN)C2=O.COCCOC.COCCOC", "homo_lumo_gap_ev": 8.8, "energy_ha": -1681.9438, "elements": ["C", "C", "C", "C", "P", "O", "C", "C", "C", "C", "O", "N", "C", "N", "C", "O", "H", "H", "H", "H", "H", "H", "H", "H", "H", "H", "H", "C", "O", "C", "C", "O", "C", "H", "H", "H", "H", "H", "H", "H", "H", "H", "H", "C", "O", "C", "C", "O", "C", "H", "H", "H", "H", "H", "H", "H", "H", "H", "H"], "coordinates": [[-2.523, 0.739, -1.650], [-2.359, -0.702, -1.250], [-2.108, -1.693, -2.212], [-1.965, -3.033, -1.874], [-1.628, -4.213, -3.200], [-0.975, -3.580, -4.372], [-2.098, -3.372, -0.537], [-2.332, -2.399, 0.423], [-2.457, -1.065, 0.088], [-2.428, -3.077, 1.741], [-2.327, -2.579, 2.830], [-2.590, -4.488, 1.491], [-3.996, -4.931, 1.658], [-4.609, -5.230, 0.371], [-2.047, -4.689, 0.166], [-1.545, -5.710, -0.205], [-2.019, 1.385, -0.932], [-2.129, 0.915, -2.649], [-3.582, 1.009, -1.649], [-2.011, -1.415, -3.256], [-2.874, -4.801, -3.483], [-0.878, -5.220, -2.590], [-2.637, -0.319, 0.854], [-4.037, -5.797, 2.316], [-4.535, -4.127, 2.162], [-4.962, -6.176, 0.340], [-5.384, -4.612, 0.180], [0.940, 2.702, 3.265], [0.786, 1.493, 3.986], [-0.287, 0.686, 3.531], [0.153, -0.393, 2.566], [0.699, 0.140, 1.369], [2.112, 0.225, 1.366], [1.946, 3.072, 3.455], [0.817, 2.556, 2.190], [0.219, 3.452, 3.610], [-1.062, 1.310, 3.070], [-0.724, 0.204, 4.410], [-0.719, -0.981, 2.288], [0.870, -1.064, 3.052], [2.553, -0.746, 1.116], [2.506, 0.558, 2.328], [2.396, 0.950, 0.603], [2.396, 2.681, -1.826], [2.878, 3.381, -0.692], [4.290, 3.349, -0.567], [4.959, 4.584, -1.130], [4.759, 4.733, -2.524], [3.691, 5.600, -2.860], [1.385, 3.031, -2.028], [3.013, 2.855, -2.709], [2.360, 1.604, -1.625], [4.694, 2.449, -1.043], [4.517, 3.294, 0.502], [6.037, 4.495, -0.968], [4.611, 5.476, -0.597], [4.008, 6.647, -2.795], [2.825, 5.449, -2.212], [3.406, 5.384, -3.889]], "mulliken_charge": [-1.595, 0.770, -0.725, 0.155, 0.439, -0.658, 0.709, 0.335, -0.154, -0.302, -0.589, 0.078, -0.508, -0.470, -0.290, -0.545, 0.327, 0.371, 0.325, 0.494, 0.091, 0.104, 0.522, 0.325, 0.400, 0.215, 0.218, -0.679, -0.409, -0.554, 0.415, -0.126, -0.521, 0.236, 0.260, 0.357, 0.332, 0.363, -0.606, 0.345, 0.344, 0.390, -0.141, -0.864, -0.358, -0.401, -0.670, -0.377, -0.673, 0.228, 0.389, 0.369, 0.364, 0.372, 0.391, 0.341, 0.320, 0.270, 0.253]}



Record 3
{"formula": "C18H31N2Tm", "method": "ωB97M-V/def2-TZVPD", "charge": 2, "e_homo_ev": [-15.3, -15.3], "e_above_lowest_kcal_mol": 0.0, "multiplicity": 3, "s2": 2.003, "homo_lumo_gap_ev": [8.2, 8.2], "energy_ha": -1898.6337, "elements": ["C", "H", "H", "H", "C", "H", "H", "C", "H", "H", "H", "C", "C", "C", "C", "C", "C", "C", "C", "C", "C", "Tm", "H", "H", "H", "H", "H", "H", "H", "H", "H", "H", "H", "H", "H", "H", "H", "C", "C", "C", "C", "N", "N", "C", "H", "H", "H", "H", "H", "H", "H", "H"], "coordinates": [[1.943, 3.207, 0.066], [1.954, 4.024, 0.806], [2.458, 3.585, -0.830], [2.562, 2.404, 0.459], [0.466, 2.856, -0.328], [0.459, 1.899, -0.915], [-0.179, 2.629, 0.548], [-0.135, 3.996, -1.208], [-1.237, 3.958, -1.262], [0.135, 5.004, -0.902], [0.245, 3.972, -2.225], [-1.060, -2.221, -0.959], [-1.456, -1.209, -1.924], [-0.259, -0.498, -2.338], [0.843, -1.058, -1.626], [0.371, -2.098, -0.762], [1.269, -3.042, -0.042], [2.279, -0.827, -1.929], [-0.115, 0.552, -3.389], [-2.851, -0.897, -2.334], [-1.927, -3.233, -0.296], [-0.731, -0.197, 0.026], [2.907, -1.137, -1.085], [2.563, -1.437, -2.805], [2.481, 0.228, -2.163], [2.245, -2.581, 0.127], [0.856, -3.356, 0.925], [1.414, -3.919, -0.688], [-2.933, -2.846, -0.063], [-2.037, -4.108, -0.957], [-1.468, -3.589, 0.643], [-2.906, 0.118, -2.765], [-3.222, -1.598, -3.101], [-3.546, -0.960, -1.476], [0.656, 1.262, -3.076], [0.217, 0.153, -4.361], [-1.053, 1.094, -3.535], [-0.092, 0.401, 5.774], [-0.749, 0.239, 4.468], [-2.105, 0.187, 4.123], [-2.164, 0.085, 2.733], [-0.894, 0.061, 2.242], [-0.073, 0.124, 3.325], [-3.344, -0.062, 1.837], [-0.469, 1.295, 6.287], [-0.304, -0.465, 6.411], [0.992, 0.507, 5.679], [-2.943, 0.226, 4.815], [0.933, 0.076, 3.228], [-3.735, -1.100, 1.879], [-4.144, 0.617, 2.177], [-3.147, 0.204, 0.763]], "mulliken_charge": [-1.471, 0.390, 0.364, 0.382, 1.544, -1.148, 0.386, -1.420, 0.360, 0.379, 0.364, 0.635, 0.603, 0.497, 0.858, 0.358, -1.684, -1.619, -1.445, -1.271, -1.183, 0.470, 0.406, 0.333, 0.312, 0.367, 0.387, 0.338, 0.285, 0.371, 0.326, 0.330, 0.398, 0.285, 0.245, 0.307, 0.371, -1.135, 0.716, -1.164, 0.692, 0.219, -0.326, -0.951, 0.328, 0.317, 0.324, 0.447, 0.198, 0.264, 0.414, 0.245]}



Record 4
{"formula": "C18H31N3OS", "method": "ωB97M-V/def2-TZVPD", "e_homo_ev": -8.3, "smiles": "CC(C)=CCN1CCN(Cc2nc(C(C)C)cs2)C[C@H]1CCO", "e_above_lowest_kcal_mol": 22.0, "homo_lumo_gap_ev": 9.0, "energy_ha": -1342.1542, "elements": ["C", "C", "C", "C", "C", "N", "C", "C", "N", "C", "C", "N", "C", "C", "C", "C", "C", "S", "C", "C", "C", "C", "O", "H", "H", "H", "H", "H", "H", "H", "H", "H", "H", "H", "H", "H", "H", "H", "H", "H", "H", "H", "H", "H", "H", "H", "H", "H", "H", "H", "H", "H", "H", "H"], "coordinates": [[-5.766, -2.209, 0.650], [-4.675, -1.752, -0.274], [-3.833, -2.871, -0.811], [-4.519, -0.464, -0.560], [-3.472, 0.184, -1.420], [-2.600, 0.981, -0.565], [-1.951, 2.102, -1.208], [-0.709, 1.711, -2.017], [0.218, 1.047, -1.124], [1.515, 0.790, -1.715], [2.506, 0.495, -0.646], [3.440, -0.380, -0.707], [4.200, -0.412, 0.423], [5.342, -1.378, 0.517], [6.367, -1.064, -0.574], [4.819, -2.807, 0.372], [3.814, 0.477, 1.377], [2.454, 1.396, 0.854], [-0.390, -0.162, -0.602], [-1.656, 0.179, 0.202], [-1.279, 0.878, 1.516], [-2.509, 1.390, 2.272], [-3.430, 0.374, 2.586], [-6.399, -1.381, 0.957], [-5.334, -2.662, 1.542], [-6.383, -2.963, 0.163], [-3.469, -3.486, 0.011], [-4.436, -3.509, -1.458], [-2.980, -2.516, -1.380], [-5.194, 0.252, -0.107], [-2.926, -0.558, -2.021], [-3.971, 0.868, -2.113], [-2.673, 2.610, -1.852], [-1.639, 2.799, -0.425], [-0.236, 2.612, -2.416], [-0.995, 1.063, -2.867], [1.512, -0.047, -2.436], [1.831, 1.694, -2.248], [5.812, -1.260, 1.499], [6.757, -0.056, -0.453], [5.895, -1.139, -1.551], [7.196, -1.767, -0.527], [4.113, -3.038, 1.166], [4.314, -2.916, -0.584], [5.642, -3.517, 0.420], [4.241, 0.641, 2.345], [0.326, -0.667, 0.049], [-0.645, -0.859, -1.425], [-2.158, -0.763, 0.450], [-0.608, 1.712, 1.314], [-0.749, 0.159, 2.143], [-2.999, 2.174, 1.681], [-2.199, 1.815, 3.231], [-3.787, 0.036, 1.755]], "mulliken_charge": [-1.504, 1.622, -1.525, -1.139, -0.591, 0.392, -1.084, -0.684, 0.355, -0.734, 0.618, -0.526, 0.060, 0.587, -1.478, -1.496, -0.513, -0.150, -1.840, 0.118, -0.796, -0.700, -0.609, 0.335, 0.324, 0.467, 0.330, 0.476, 0.243, 0.247, 0.218, 0.586, 0.562, 0.340, 0.542, 0.281, 0.237, 0.398, 0.261, 0.356, 0.339, 0.408, 0.363, 0.345, 0.404, 0.464, 0.746, 0.190, 0.589, 0.203, 0.388, 0.264, 0.442, 0.274]}